[1]
ORCA calculation (ωB97M-V/def2-TZVPD) on a cluster of 9 separate species, C59H136F4N9O11P2S4 in total.

XYZ file:
```
225
Properties=species:S:1:pos:R:3
C -3.67965 -0.72315 3.33322
C -3.08857 -1.93927 2.57905
C -4.00186 -3.12076 2.57005
C -3.61615 -4.26903 1.57061
P -2.10831 -5.18595 2.02488
C -2.08875 -5.49157 3.76821
C -3.25203 -6.30545 4.29316
C -3.34279 -6.26840 5.82001
C -4.45216 -7.12883 6.37596
C -2.12787 -6.67201 1.01058
C -2.12872 -6.40045 -0.48650
C -1.95681 -7.67657 -1.27434
C -1.96558 -7.30450 -2.78239
C -0.62401 -4.19497 1.55846
C 0.69139 -4.89906 1.91598
C 1.89183 -4.30442 1.19752
C 1.87479 -4.64644 -0.33480
H -4.58809 -0.40397 2.81636
H -2.98436 0.10339 3.46370
H -4.01157 -1.04993 4.32834
H -2.17956 -2.24034 3.10647
H -2.87425 -1.65839 1.54743
H -4.96608 -2.79323 2.17347
H -4.13699 -3.50400 3.57893
H -3.45079 -3.82499 0.58958
H -4.42803 -4.99923 1.47379
H -2.02362 -4.55199 4.32141
H -1.14994 -6.01478 3.99098
H -3.20110 -7.34163 3.94651
H -4.21716 -5.99046 3.88401
H -3.56724 -5.23403 6.09486
H -2.37737 -6.52228 6.25295
H -4.33708 -8.17366 6.11483
H -5.41511 -6.85079 5.93581
H -4.55756 -7.02025 7.45393
H -2.87323 -7.37432 1.36972
H -1.17277 -7.17578 1.19008
H -1.29141 -5.72457 -0.69096
H -2.96197 -5.79381 -0.85065
H -2.81380 -8.33455 -1.07913
H -1.02105 -8.14541 -0.95960
H -2.92569 -6.83934 -3.00763
H -1.87404 -8.13245 -3.48543
H -1.19250 -6.56804 -2.99047
H -0.71148 -3.26340 2.12281
H -0.67326 -3.99170 0.49402
H 0.68838 -5.97420 1.70963
H 0.89190 -4.76797 2.98412
H 2.82561 -4.61524 1.68560
H 1.83475 -3.23041 1.31454
H 2.83242 -4.28172 -0.72393
H 0.98925 -4.15877 -0.76093
H 1.92982 -5.70708 -0.56477
C -1.76266 2.31591 9.80622
C -1.47091 3.21712 8.65084
C -0.05719 3.16251 8.16311
C 0.40573 4.33299 7.28194
P -0.03658 4.24303 5.53304
C 0.65226 5.73479 4.71596
C -0.20686 6.98087 4.79376
C -0.47718 7.49943 6.22841
C -1.01567 8.93181 6.21172
C 0.81274 2.79826 4.75056
C 2.36192 2.73222 4.83244
C 3.08620 3.50478 3.77915
C 2.75630 2.91560 2.36896
C -1.80088 4.10380 5.22191
C -2.38511 2.69934 5.12895
C -3.92694 2.62459 5.21905
C -4.59446 3.63638 4.31326
H -1.50180 1.26590 9.60087
H -2.75785 2.31588 10.25626
H -1.03826 2.60899 10.56497
H -1.62885 4.24595 8.96422
H -2.13433 3.07233 7.80959
H 0.16912 2.21554 7.66653
H 0.58914 3.18253 9.05278
H 1.49125 4.38954 7.34960
H 0.13992 5.32414 7.66577
H 0.72938 5.43975 3.67068
H 1.64101 5.93221 5.14213
H -1.20458 6.79684 4.34054
H 0.32017 7.79019 4.28376
H 0.46275 7.41281 6.80661
H -1.23903 6.85794 6.68949
H -1.90751 9.02894 5.58602
H -0.22823 9.58129 5.81693
H -1.29085 9.20135 7.24081
H 0.60011 2.82910 3.67987
H 0.27228 1.95456 5.20148
H 2.62486 1.70263 4.60618
H 2.77319 3.10602 5.76816
H 4.14010 3.26438 3.97947
H 2.89416 4.56686 3.79149
H 1.68132 2.83489 2.17790
H 3.18586 1.90339 2.30516
H 3.25042 3.48030 1.57655
H -1.88123 4.60223 4.25363
H -2.30412 4.72002 5.97306
H -1.88009 2.03881 5.83736
H -2.08679 2.39140 4.12792
H -4.15718 2.91180 6.25738
H -4.27189 1.58711 5.07625
H -5.64403 3.68834 4.59012
H -4.55216 3.38704 3.24820
H -4.19624 4.65603 4.37829
C -0.09903 0.14078 1.70684
C 1.12829 -0.03488 0.90995
N 0.95162 -0.16648 -0.59182
C 1.47726 -1.19351 -1.37606
C 0.98310 -1.01002 -2.66954
N 0.18690 0.10326 -2.67232
C 0.15808 0.58723 -1.38821
C -0.63028 0.58628 -3.72323
H 0.05326 0.20095 2.78960
H -0.82131 -0.66933 1.52473
H -0.63413 1.04443 1.38974
H 1.75996 -0.88119 1.24037
H 1.72170 0.85947 1.08622
H 2.13446 -1.92261 -0.94297
H 1.14790 -1.57664 -3.56643
H -0.42451 1.45299 -1.05277
H -1.51648 1.08154 -3.35263
H -1.00425 -0.16153 -4.40769
H 0.03027 1.19304 -4.35658
C -6.36656 -1.59905 -0.35903
C -5.20495 -0.81728 -0.86939
N -4.25193 -1.59658 -1.71256
C -2.89819 -1.63794 -1.58903
C -2.40486 -2.50815 -2.54452
N -3.47311 -2.97046 -3.25255
C -4.62325 -2.39774 -2.76757
C -3.42646 -3.87151 -4.38270
H -7.02899 -1.98970 -1.13224
H -6.98175 -1.01460 0.33197
H -6.05623 -2.40926 0.29200
H -4.62193 -0.42410 -0.02964
H -5.46111 0.06382 -1.46958
H -2.40858 -1.01854 -0.87100
H -1.38062 -2.80793 -2.75709
H -5.63393 -2.59751 -3.11281
H -4.42576 -4.27644 -4.50324
H -2.85185 -4.68944 -3.95407
H -3.02094 -3.47956 -5.31827
C 3.52445 0.55079 -9.97676
N 2.94020 0.93304 -8.65122
C 3.27926 -0.17136 -7.63309
C 3.58398 2.20112 -8.15494
C 1.41834 1.14969 -8.88672
C 0.62053 1.33029 -7.54158
O 0.93604 2.48208 -6.80113
H 4.60783 0.42312 -9.85440
H 3.32768 1.26953 -10.77345
H 3.17949 -0.42544 -10.32053
H 2.92655 0.08639 -6.61903
H 4.35777 -0.34457 -7.63821
H 2.77650 -1.08337 -7.96279
H 4.66181 2.10954 -8.09247
H 3.27432 2.44782 -7.14510
H 3.26662 3.02418 -8.79173
H 1.01591 0.28952 -9.40453
H 1.46054 2.04361 -9.49198
H 0.80661 0.46692 -6.89274
H -0.44665 1.34879 -7.77554
H 0.18884 3.08731 -6.70961
C 3.05278 3.83629 -2.36147
N 2.52204 4.59309 -3.56252
C 2.58586 6.15800 -3.32607
C 3.45750 4.24710 -4.74295
C 1.06351 4.21934 -3.89863
C 0.05781 4.52355 -2.80911
O -0.75921 3.40449 -2.71640
H 2.30900 3.87884 -1.56623
H 4.05843 4.20275 -2.16143
H 3.15205 2.78055 -2.67159
H 3.62834 6.47740 -3.25719
H 2.06754 6.43121 -2.40548
H 2.09773 6.67987 -4.16275
H 4.45845 4.42393 -4.33645
H 3.23602 4.93454 -5.58121
H 3.27758 3.18063 -4.89549
H 1.04762 3.14522 -4.12430
H 0.84492 4.75430 -4.82593
H -0.55853 5.41040 -2.95476
H 0.52660 4.67775 -1.84215
H -1.27403 3.32226 -1.89925
C 5.17437 0.41849 -2.14812
N 5.97380 -0.82914 -2.57313
C 6.31194 -0.88407 -4.09535
C 7.33384 -0.81548 -1.81326
C 5.14600 -2.10852 -2.21578
C 5.70361 -3.36851 -2.77284
O 7.07541 -3.59243 -2.43747
H 4.95670 0.31885 -1.07520
H 4.18896 0.35977 -2.62096
H 5.70766 1.32864 -2.37809
H 5.39461 -1.05411 -4.66006
H 7.06847 -1.65746 -4.20653
H 6.72662 0.10869 -4.33449
H 7.84357 -1.76888 -1.97364
H 7.14986 -0.80540 -0.74986
H 7.92819 -0.00097 -2.21604
H 4.14502 -1.94934 -2.63707
H 5.09126 -2.15041 -1.12325
H 5.58275 -3.38983 -3.86369
H 5.06372 -4.19293 -2.45428
H 7.38583 -4.50084 -2.55764
N -1.79342 3.15652 -0.18534
S -1.43100 4.31234 0.96820
O -1.03427 3.90156 2.23775
O -2.03846 5.61620 0.85463
F 0.08667 4.61806 0.23347
S -3.19358 2.49183 0.34758
O -4.33706 3.35976 0.44672
O -3.21107 1.33764 1.11979
F -3.44374 1.66957 -1.25751
N 1.70016 -2.85858 -5.55297
S 0.27689 -2.93039 -6.41867
O -0.85526 -2.33481 -5.81836
O 0.03179 -4.01424 -7.34100
F 0.78636 -1.72146 -7.47643
S 1.63848 -4.08820 -4.58204
O 1.94986 -5.38677 -5.11198
O 0.74967 -3.96606 -3.50108
F 3.08488 -3.76171 -3.68826
```

Values from the calculation:
Calculated total energy: -172063.959 eV
Molecular weight: 1413.997 g/mol
HOMO energy: -18.798 eV
Kohn-Sham gap: 9.070 eV
Total charge: +5

Mulliken population analysis, charges in e, atoms 1 to 6: atom 1 (C): -1.650, atom 2 (C): 1.887, atom 3 (C): -1.416, atom 4 (C): -0.643, atom 5 (P): 0.601, atom 6 (C): -1.130

---

[2]
ORCA calculation (ωB97M-V/def2-TZVPD) on a structure of composition C29H22IrO3PS2Te.

XYZ file:
```
59
Properties=species:S:1:pos:R:3
Ir 0.52135 -0.25722 -0.46269
O 4.25909 0.23881 -1.93662
C 3.19211 -0.31247 -1.82447
O 2.45188 -0.11622 -0.74535
C 2.74600 -1.32149 -2.84977
C 3.76669 -1.96441 -3.54076
C 3.48987 -2.91017 -4.51487
C 2.17406 -3.21562 -4.83405
C 1.14255 -2.57527 -4.17146
C 1.41996 -1.63537 -3.17841
S 0.00116 -0.88147 -2.45896
H 4.78658 -1.69727 -3.30062
H 4.30300 -3.40108 -5.03260
H 1.94982 -3.94668 -5.59903
H 0.11186 -2.79933 -4.41627
Te 0.34962 -2.37641 0.83973
C 1.89470 -3.42440 -0.02661
C 3.23861 -3.17511 0.09530
C 4.02368 -4.08769 -0.64517
C 3.26319 -5.00125 -1.31887
S 1.59893 -4.76087 -1.06367
H 3.63844 -2.35810 0.67732
H 5.10277 -4.06765 -0.68089
H 3.60563 -5.80240 -1.95467
O -1.55236 -0.03599 -0.04223
P -1.76459 1.14885 0.91359
C -3.25898 0.89352 1.84426
C -3.85081 1.95080 2.53544
C -4.98986 1.72230 3.28811
C -5.53927 0.44716 3.34369
C -4.95608 -0.60277 2.64870
C -3.81128 -0.38483 1.89728
C -1.79641 2.70351 0.04627
C -2.24635 2.70483 -1.27397
C -2.31882 3.90017 -1.97064
C -1.94685 5.08642 -1.35225
C -1.49723 5.08619 -0.03825
C -1.41802 3.89484 0.66447
C -0.33346 1.14328 2.00482
C 0.91032 1.50386 1.45464
C 2.08696 1.16777 2.12235
C 2.02231 0.51561 3.34451
C 0.79145 0.20186 3.90810
C -0.38632 0.49356 3.23409
H -3.43370 2.94892 2.47715
H -5.45506 2.53813 3.82423
H -6.43338 0.27376 3.92764
H -5.39524 -1.59032 2.68746
H -3.35419 -1.19285 1.34061
H -2.52822 1.77397 -1.75062
H -2.66274 3.90677 -2.99587
H -2.00250 6.01788 -1.89960
H -1.20165 6.01240 0.43538
H -1.05283 3.89385 1.68539
H 0.96180 2.13247 0.56889
H 3.04022 1.41725 1.67706
H 2.93461 0.25760 3.86533
H 0.74918 -0.29093 4.87048
H -1.34220 0.20931 3.65694
```

Values from the calculation:
Calculated total energy: -77659.333 eV
Molecular weight: 833.417 g/mol
HOMO energy (alpha / beta): -11.146 / -10.919 eV
2S+1: 2
Kohn-Sham gap (alpha / beta): 6.741 / 5.558 eV
Total charge: +1

Mulliken population analysis, charges in e, atoms 1 to 6: atom 1 (Ir): 1.284, atom 2 (O): -0.635, atom 3 (C): 0.214, atom 4 (O): -0.749, atom 5 (C): 0.269, atom 6 (C): -0.680

---

[3]
ORCA calculation (ωB97M-V/def2-TZVPD) on the ion C6H11N2 with charge +1.

XYZ file:
```
19
Properties=species:S:1:pos:R:3
C 2.59260 -2.13219 0.50707
C 2.02677 -1.17243 0.05816
C 1.27447 -0.07165 -0.54071
C -0.19806 -0.65791 -0.67064
N -1.03696 -0.75530 0.36114
C -2.30193 -1.45321 0.20461
N 1.21673 1.02070 0.31798
C 0.59725 2.17987 -0.26780
H 3.39058 -2.66522 0.90172
H 1.62042 0.05709 -1.56730
H -0.56054 -1.16657 -1.58575
H -0.82625 -0.20773 1.15123
H -3.10891 -1.03822 0.81105
H -2.13867 -2.54788 0.49849
H -2.73121 -1.50837 -0.81458
H 2.18589 1.14766 0.71156
H -0.10590 1.92862 -1.09343
H 0.23653 2.78631 0.50914
H 1.33447 2.69341 -0.70885
```

Values from the calculation:
Calculated total energy: -9370.344 eV
Molecular weight: 111.168 g/mol
HOMO energy: -13.597 eV
Kohn-Sham gap: 8.577 eV
Total charge: +1

Mulliken population analysis, charges in e, atoms 1 to 6: atom 1 (C): 0.083, atom 2 (C): -1.087, atom 3 (C): 0.882, atom 4 (C): -0.332, atom 5 (N): -0.001, atom 6 (C): -0.848

---

> Look up the molecular weight of the first one.

1413.997 g/mol

---

> molecular weight of number 1 (C59H136F4N9O11P2S4)?

1413.997 g/mol

---

> Which value of total charge does entry 1 give?

+5